(1)
67
Properties=species:S:1:pos:R:3:forces:R:3 method="wB97M-V/def2-TZVPD" de_lowest_kj_mol=454.5 e_tot_ha=-3572.17537 spin_multiplicity=1 gap_ev="6.0 / 3.9" e_lumo_ev="-0.29 / -0.29"
O -0.44699 0.71462 -1.51859 2.72 -2.04 3.16
C -1.18088 1.33089 -2.31013 -2.13 1.55 -2.62
C -0.73571 1.85718 -3.58979 0.02 0.08 0.82
C 0.41485 2.66112 -3.78671 0.18 -0.07 -0.33
H 0.97192 3.07639 -2.93674 -0.25 -0.40 -0.26
C 0.80167 2.97952 -5.08745 0.15 -0.14 -0.17
H 1.70175 3.59318 -5.27273 -0.56 -0.37 0.19
C 0.06059 2.51043 -6.18908 0.42 0.46 0.30
H 0.40597 2.72151 -7.19752 -0.11 0.01 0.13
C -1.12896 1.82854 -5.97448 -0.27 -0.18 0.15
H -1.74039 1.53008 -6.82069 0.06 -0.02 0.06
C -1.52784 1.50538 -4.68309 0.14 0.62 -0.60
H -2.45109 0.99024 -4.46233 -0.06 -0.22 -0.25
H -2.25042 1.27211 -2.10046 -0.04 -0.11 -0.54
C -2.94401 3.31620 -0.62980 -0.18 0.60 -0.65
C -3.28727 1.92730 -0.37310 1.41 -0.85 1.06
H -3.46778 4.07511 -0.03642 -0.27 -0.09 -0.08
H -3.09767 3.49213 -1.70438 0.00 0.49 0.29
H -1.86905 3.47487 -0.43151 -0.36 -0.28 -0.11
C -3.13254 0.92772 0.46349 -0.52 0.10 0.40
C -3.57696 0.94682 1.92811 -0.36 0.32 -0.08
H -2.64950 -0.02591 0.17654 -0.48 0.32 -0.32
H -4.48977 1.55855 2.06967 0.39 -0.47 -0.13
H -2.83298 1.38904 2.59263 0.23 -0.02 -0.05
H -3.75629 -0.07799 2.25971 -0.17 0.09 0.11
Lu 0.72774 -0.66533 -0.51873 -1.07 1.18 -0.58
Cl 1.79529 1.58462 0.25069 0.44 0.06 0.29
Cl 0.55120 -1.97551 -2.70751 -0.07 -0.24 0.10
H 4.11799 1.07876 -2.98687 -0.31 -0.61 0.20
H 5.84897 1.23875 -1.34744 -0.05 -0.15 0.04
C 3.42519 0.53012 -2.32141 -0.24 0.08 0.05
C 5.16680 0.82824 -0.60066 0.25 0.25 0.27
N 4.20987 -0.07940 -1.22810 -0.28 -0.21 0.90
H 2.83672 -0.23991 -2.84848 0.36 0.33 0.10
C 3.76428 -1.06019 -0.43554 -1.17 0.25 -0.76
O 2.67453 -1.70042 -0.60019 1.86 0.86 0.56
H 5.73810 0.26982 0.15305 -0.06 0.29 -0.22
H 4.39128 -1.26812 0.44658 -0.04 -0.06 -0.40
H 2.74440 1.28485 -1.87094 0.36 -0.50 -0.36
H 4.62812 1.66225 -0.10844 0.18 -0.45 -0.26
H -1.82294 -5.38506 2.42666 0.10 0.15 -0.20
H -0.86258 -6.58160 0.21953 -0.19 -0.05 -0.06
C -2.04537 -4.50801 1.80534 -0.13 0.21 -0.34
C -1.30559 -5.70306 -0.25851 0.62 -0.24 0.03
N -1.19737 -4.54040 0.60447 -0.16 0.34 0.55
H -1.86108 -3.60303 2.39353 -0.03 -0.14 -0.32
C -0.40828 -3.56131 0.16298 -0.08 1.52 -0.35
O -0.51891 -2.32421 0.40589 0.19 -2.00 0.51
H -0.73610 -5.45359 -1.15854 -0.31 -0.43 -0.03
H 0.39927 -3.91017 -0.51181 -0.53 0.29 -0.02
H -3.10672 -4.57203 1.52487 0.28 0.19 0.07
H -2.35274 -5.89851 -0.51406 0.22 0.12 0.02
N -0.29283 1.98555 6.25880 0.36 -0.40 -0.15
C -0.57964 1.82525 4.92156 -0.76 1.03 0.45
O -1.37210 2.57263 4.35839 0.78 -0.83 0.22
C 0.08713 0.67429 4.23946 0.23 -0.68 -0.65
C 0.68003 -0.39825 4.92721 -0.16 0.36 -0.62
C 1.27751 -1.41764 4.19927 0.11 -0.07 -0.61
C 1.26092 -1.37131 2.79537 -0.64 0.64 0.77
N 0.62492 -0.39440 2.12913 0.22 -0.18 0.51
C 0.08039 0.62036 2.83352 0.24 -0.24 -0.21
H -0.69234 2.76523 6.75700 -0.05 -0.02 -0.27
H 0.47763 1.50735 6.70740 -0.27 0.21 -0.25
H 0.66947 -0.42781 6.00901 0.01 -0.12 -0.03
H 1.74576 -2.26409 4.68488 0.05 0.11 0.08
H 1.76695 -2.12960 2.19911 -0.21 0.03 0.10
H -0.32652 1.42990 2.21835 0.00 -0.27 0.43


(2)
69
Properties=species:S:1:pos:R:3:forces:R:3 method="wB97M-V/def2-TZVPD" de_lowest_kj_mol=30.0 total_charge=+1 e_tot_ha=-2900.96202 spin_multiplicity=5 gap_ev="6.8 / 7.6" e_lumo_ev="-3.47 / -2.85"
Mn -0.69634 0.18417 -0.02944 -0.20 -0.21 -0.01
C -2.05285 0.09291 5.40432 -0.03 -0.01 -0.01
N -1.38029 0.05288 4.11909 0.01 0.02 0.02
C -1.98764 0.09146 2.92666 0.11 -0.09 -0.12
N -3.32703 0.21465 2.88237 -0.06 -0.04 0.00
O -1.29126 0.03417 1.88565 -0.05 0.13 0.16
H -1.30312 0.16138 6.18658 0.00 -0.01 -0.01
H -2.64154 -0.81021 5.57713 -0.01 0.01 0.01
H -2.69565 0.97121 5.48071 0.00 0.00 0.01
H -0.37814 -0.03002 4.07703 -0.01 0.00 -0.01
H -3.87896 0.05150 3.70669 -0.01 0.01 -0.01
H -3.76171 0.06435 1.98367 0.01 0.01 -0.01
F -3.65660 0.17328 -0.03560 0.07 0.01 0.07
C -2.61437 -0.59631 -0.55261 0.13 0.05 -0.09
F -2.80371 -1.82937 -0.01151 0.01 0.00 0.06
F -2.92162 -0.71855 -1.86166 0.04 -0.02 0.08
C 3.84111 -2.66998 -2.48572 0.03 -0.01 -0.02
C 2.80135 -2.43656 -1.42669 0.06 0.04 0.02
C 2.04118 -3.50822 -0.94939 -0.03 -0.02 0.06
C 1.08066 -3.32526 0.03100 0.04 -0.06 -0.04
C 0.29817 -4.48688 0.57272 -0.03 -0.02 0.02
C 0.87144 -2.03763 0.53347 0.07 0.14 -0.06
C 1.59706 -0.92967 0.05220 -0.01 -0.31 -0.13
C 2.57188 -1.16221 -0.93549 -0.06 0.02 0.07
N 1.14028 0.32235 0.44963 0.01 0.03 0.22
C 2.02040 1.46856 0.70890 0.06 0.15 -0.01
C 2.13017 2.38555 -0.51406 -0.01 0.01 0.04
C 1.39074 2.25309 1.86485 -0.03 0.00 -0.02
C 3.41758 1.02299 1.16135 -0.06 -0.02 -0.02
H 3.57004 -3.50856 -3.12607 0.00 0.01 0.00
H 4.80396 -2.90130 -2.02562 0.00 0.00 0.00
H 3.97874 -1.78657 -3.10957 0.01 0.01 0.00
H 2.20673 -4.49659 -1.36196 -0.01 -0.01 0.00
H 0.81910 -4.93543 1.42082 0.00 0.00 0.01
H 0.17146 -5.26257 -0.18121 0.00 0.00 0.00
H -0.68762 -4.17136 0.91397 -0.01 -0.02 0.01
H 0.17325 -1.89394 1.35201 0.01 0.03 0.01
H 3.10764 -0.32757 -1.36780 0.03 0.02 0.01
H 1.14661 2.78241 -0.78007 0.01 0.00 -0.01
H 2.53514 1.85054 -1.37393 -0.01 0.00 -0.02
H 2.78389 3.23327 -0.30264 0.01 0.01 -0.01
H 0.36546 2.54554 1.62972 0.03 -0.01 0.00
H 1.96170 3.15904 2.07076 0.00 0.02 0.00
H 1.37611 1.64070 2.76770 -0.01 -0.01 0.01
H 4.05879 0.73768 0.33040 -0.01 -0.05 -0.03
H 3.34918 0.17736 1.84684 0.00 0.01 0.02
H 3.90673 1.84530 1.68388 0.00 0.02 -0.02
N 0.89353 -3.92927 -4.50682 0.02 -0.02 -0.02
C 0.65401 -2.84645 -4.21078 -0.02 -0.16 -0.04
C 0.37233 -1.50129 -3.81195 -0.05 0.21 0.03
C 0.49766 -0.43027 -4.69063 -0.01 -0.04 0.07
C 0.25116 0.84116 -4.20764 0.01 0.02 0.02
C -0.09753 1.00463 -2.88013 0.10 0.05 -0.03
N -0.21808 -0.02714 -2.03594 -0.15 0.08 -0.20
C -0.00120 -1.26013 -2.49845 0.04 -0.02 0.02
H 0.78411 -0.59737 -5.71969 0.00 0.00 -0.01
H 0.33063 1.70855 -4.84566 0.00 0.01 -0.01
H -0.28979 1.98640 -2.47886 -0.02 -0.01 0.00
H -0.10043 -2.08122 -1.80009 -0.04 0.01 -0.03
N -3.21539 3.83207 1.33654 0.01 0.05 -0.02
C -3.62470 3.54761 -0.03860 0.01 -0.07 -0.02
C -2.53123 2.76656 -0.74887 -0.07 0.04 0.07
O -2.45581 2.55803 -1.91921 -0.05 0.03 0.01
O -1.60896 2.27218 0.12625 0.06 0.05 -0.06
H -2.81231 4.75729 1.42485 -0.04 -0.01 0.00
H -1.90354 2.62841 1.01257 0.02 -0.06 -0.03
H -3.98894 3.76999 1.98399 0.02 -0.03 0.00
H -3.87873 4.42008 -0.64048 0.04 0.01 0.01
H -4.49487 2.88859 -0.03951 0.00 0.02 -0.01


(3)
63
Properties=species:S:1:pos:R:3:forces:R:3 method="wB97M-V/def2-TZVPD" total_charge=+1 e_tot_ha=-2245.46210 spin_multiplicity=5 gap_ev="5.8 / 5.4" e_lumo_ev="-2.03 / -5.31"
C -4.19609 -1.19820 -1.52370 -1.32 -0.03 0.46
C -2.96791 -0.61975 -1.82179 1.03 1.56 0.21
C -2.77580 0.76974 -1.55503 -0.98 -0.87 0.91
C -3.80779 1.52991 -0.89758 -0.57 -1.85 -0.52
C -5.04669 0.88573 -0.61958 1.16 1.71 0.05
C -5.23199 -0.44602 -0.93290 0.59 -1.61 -0.76
C -3.48132 2.83563 -0.51318 -1.36 1.03 0.42
C -2.25277 3.42275 -0.83777 1.74 1.06 -0.44
C -1.29346 2.59195 -1.51903 0.56 0.86 0.92
C 0.02487 3.07750 -1.77816 -1.19 -1.32 0.19
C 0.35075 4.37469 -1.40095 -0.27 1.28 0.52
C -0.59654 5.20718 -0.76932 1.84 -0.22 -0.77
C -1.86876 4.74861 -0.49281 -1.59 -1.58 -0.04
H -4.35074 -2.25493 -1.75131 -0.05 0.29 0.10
H -5.82810 1.47625 -0.13845 0.15 -0.26 -0.08
H -6.18167 -0.93600 -0.71657 0.26 0.15 -0.06
H -4.24319 3.44680 -0.02850 0.18 -0.15 0.01
H 1.35825 4.74507 -1.60050 -0.30 0.00 0.08
H -0.30647 6.22080 -0.49329 -0.09 -0.26 -0.07
H -2.60957 5.37366 0.00817 0.30 -0.08 -0.07
N -1.54188 1.28465 -1.73159 0.36 -0.04 -1.12
Ir 0.27183 -0.14023 0.13099 -0.37 -1.66 1.06
C -1.77530 -1.38332 -2.33453 -0.10 -0.18 0.02
H -1.18843 -0.73712 -2.99901 -0.15 -0.27 0.02
H -2.09865 -2.28979 -2.85732 0.08 0.07 -0.04
C 0.99930 2.10900 -2.40040 0.17 -0.02 -0.02
H 0.46763 1.46234 -3.11051 0.19 0.25 0.03
H 1.80072 2.65666 -2.90893 -0.04 -0.14 -0.02
P -0.59407 -1.89484 -0.98332 -1.14 0.32 -1.09
P 1.78037 0.92784 -1.18373 0.27 1.56 -0.61
C 2.95914 2.02726 -0.31132 0.27 -0.10 -0.23
H 3.57303 1.43834 0.38299 -0.16 0.23 -0.17
H 3.61233 2.53092 -1.03884 -0.14 -0.16 0.15
H 2.41632 2.79078 0.25926 0.04 -0.26 -0.11
C 2.84746 -0.08003 -2.26841 0.18 0.11 -0.05
H 3.52714 0.57294 -2.83484 -0.16 -0.18 0.13
H 3.44655 -0.76646 -1.65650 -0.15 0.10 -0.18
H 2.23812 -0.65540 -2.97532 0.15 0.15 0.20
C -1.62205 -3.06881 -0.03366 0.12 -0.11 -0.02
H -2.09513 -3.80156 -0.70028 0.11 0.14 0.12
H -0.98371 -3.59184 0.68933 -0.19 0.08 -0.13
H -2.39456 -2.51651 0.51179 0.17 -0.07 -0.11
C 0.52838 -2.99514 -1.90435 0.02 -0.22 0.03
H 1.22865 -3.47285 -1.20854 -0.08 0.10 -0.18
H -0.06342 -3.77665 -2.40103 0.17 0.15 0.10
H 1.09240 -2.43953 -2.66115 -0.14 -0.11 0.22
H -1.07741 0.70974 0.57025 0.06 -0.15 0.04
H -0.14605 -1.41587 1.05994 0.28 0.27 0.43
S 1.33395 0.63125 2.10239 0.61 0.25 0.78
C 2.06805 -0.69300 2.94597 -0.10 -0.29 0.11
N 2.48093 -1.79906 2.31235 -0.31 0.38 0.09
C 2.95303 -3.01114 2.99065 0.40 0.13 -0.20
C 2.51213 -3.01329 4.44360 -0.21 -0.21 0.10
C 2.81984 -1.67609 5.09182 0.08 0.29 -0.06
N 2.22914 -0.60936 4.28021 -0.14 0.24 -0.68
H 2.37846 -1.78012 1.29697 -0.13 -0.08 0.47
H 4.04905 -3.04177 2.92172 -0.19 -0.10 0.02
H 2.54930 -3.87515 2.45742 0.07 0.07 0.07
H 3.01573 -3.82044 4.98788 -0.07 0.18 -0.16
H 1.43523 -3.20685 4.49491 0.10 0.06 0.03
H 3.90128 -1.51595 5.16521 -0.08 -0.09 0.08
H 2.38456 -1.60684 6.09248 0.12 -0.05 -0.16
H 1.98563 0.28193 4.69769 -0.06 -0.34 -0.06


(4)
62
Properties=species:S:1:pos:R:3:forces:R:3 method="wB97M-V/def2-TZVPD" de_lowest_kj_mol=61.5 e_tot_ha=-1286.24006 spin_multiplicity=1 smiles="COc1cccc(CN2CCN(C(=O)[C@H]3CCC(=O)N(C4CCCC4)C3)CC2)c1" gap_ev=9.2 e_lumo_ev=0.54
C -6.24139 -2.49851 0.73253 0.06 -0.19 -0.12
H -5.16839 -2.70160 0.81250 -0.04 0.01 -0.02
O -6.60156 -1.33875 1.44191 -0.04 0.35 0.13
C -6.04683 -0.15140 1.06996 0.01 0.13 0.00
C -6.44421 0.96444 1.81007 -0.04 -0.13 0.02
C -5.93376 2.20888 1.51104 -0.09 -0.09 0.07
C -5.02040 2.36531 0.47915 0.14 -0.03 -0.20
C -4.62436 1.26582 -0.26349 -0.10 0.25 0.12
C -5.14000 0.00849 0.03170 -0.14 -0.25 0.06
H -4.80402 -0.82560 -0.56261 0.03 -0.14 -0.03
C -3.64607 1.39896 -1.40011 0.02 -0.04 -0.07
N -2.63973 0.35145 -1.34850 0.02 0.12 -0.08
C -1.77745 0.48704 -0.19068 0.06 -0.28 0.21
H -1.16210 1.40484 -0.24999 -0.03 -0.03 0.02
C -0.85608 -0.73136 -0.09484 -0.10 0.29 0.28
N -0.07189 -0.84152 -1.30144 -0.42 -0.07 -0.18
C 1.26732 -0.73174 -1.44637 0.21 0.07 0.40
O 1.79125 -0.75750 -2.54554 0.26 0.02 -0.27
C 2.09716 -0.62440 -0.16508 0.13 0.10 -0.29
C 3.53562 -0.23829 -0.54931 -0.32 -0.13 -0.37
N 4.45089 -0.44760 0.54482 0.04 0.12 0.21
C 4.49827 -1.66048 1.13965 -0.18 -0.29 -0.15
O 5.25970 -1.94024 2.04554 0.21 -0.23 0.30
C 3.46862 -2.62231 0.58130 -0.03 -0.07 0.21
C 2.08883 -1.96353 0.60372 0.00 -0.07 0.02
H 1.80735 -1.79420 1.64548 -0.05 -0.04 -0.03
H 1.35771 -2.64783 0.16820 -0.04 0.02 0.10
H 3.74012 -2.89053 -0.44160 0.01 -0.04 -0.04
H 3.47150 -3.52701 1.18920 0.10 0.08 -0.05
C 5.35449 0.60386 0.96261 0.23 -0.03 0.20
H 5.88981 0.18228 1.81778 -0.09 0.12 -0.18
C 6.35131 1.01223 -0.13974 0.07 0.06 0.15
H 7.29400 0.47631 -0.04825 0.01 -0.09 -0.06
C 6.51250 2.52086 0.02412 -0.06 -0.02 -0.16
C 5.10698 2.98133 0.39995 0.07 0.09 0.14
H 5.09642 3.97543 0.84473 -0.06 0.07 -0.06
C 4.62855 1.90443 1.37598 -0.03 0.07 -0.08
H 3.54655 1.78027 1.35945 -0.07 -0.02 0.08
H 4.91369 2.17215 2.39314 -0.04 0.00 0.05
H 4.47649 3.00208 -0.49124 -0.03 0.02 -0.05
H 6.88487 3.00051 -0.87985 0.09 0.05 0.02
H 7.20278 2.73672 0.84072 0.07 0.05 0.03
H 5.92870 0.78954 -1.12032 -0.01 -0.02 -0.07
H 3.56430 0.81033 -0.84396 0.05 -0.05 -0.04
H 3.82508 -0.83381 -1.42376 -0.04 0.23 0.08
H 1.68277 0.17014 0.46172 0.02 -0.05 -0.02
C -0.91213 -0.92746 -2.47960 0.03 0.17 -0.43
C -1.83614 0.28588 -2.55478 0.06 -0.28 -0.05
H -1.22784 1.19827 -2.69162 -0.03 -0.03 -0.02
H -2.49978 0.18128 -3.41572 0.02 0.04 -0.01
H -1.51479 -1.83947 -2.41694 0.00 0.03 -0.04
H -0.26267 -0.97419 -3.35429 -0.12 -0.04 0.11
H -1.47520 -1.63146 -0.00288 0.04 0.04 0.09
H -0.22497 -0.65367 0.78638 0.02 -0.04 -0.02
H -2.40113 0.54649 0.70363 0.07 0.02 0.01
H -4.18625 1.28797 -2.34648 0.08 0.07 0.01
H -3.19151 2.40540 -1.38894 -0.06 -0.05 -0.02
H -4.62099 3.34293 0.25300 0.07 0.09 -0.03
H -6.24497 3.06694 2.08780 -0.04 0.06 0.07
H -7.15206 0.82438 2.61126 -0.09 -0.02 0.11
H -6.51941 -2.42668 -0.32389 0.03 0.00 0.03
H -6.79700 -3.31220 1.19616 0.06 0.02 -0.07